[1]
Molecular formula: C19H26BF2N3O4
Method: DFT, ωB97M-V/def2-TZVPD

The structure (SMILES) is CCB(O)[C@H]1OC(=O)O[C@H]1CC(N)(N)N.Fc1ccccc1.Fc1ccccc1. Its LUMO energy is 0.01265 hartree.

Last column: natural (NBO) charge in e.
Element x y z (Å)
C (-4.210763, -0.512959, 2.316289)  -0.595
C (-3.610928, 0.780193, 1.730765)  -0.803
B (-2.133324, 0.610250, 1.222591)  1.038
O (-1.689884, 1.112583, 0.040889)  -0.871
C (-1.031794, -0.212004, 2.026459)  -0.269
O (-0.220784, -1.038944, 1.157854)  -0.503
C (0.851988, -1.392590, 1.905022)  0.976
O (1.451040, -2.409629, 1.796391)  -0.580
O (1.153844, -0.402941, 2.762776)  -0.498
C (0.056566, 0.552121, 2.806865)  0.103
C (0.581692, 1.857599, 2.232671)  -0.469
C (-0.199251, 3.160635, 2.611628)  0.403
N (-0.707909, 3.861351, 1.439038)  -0.838
N (0.641287, 4.087642, 3.374837)  -0.848
N (-1.391969, 2.831617, 3.388769)  -0.855
H (-3.819104, -1.404930, 1.824266)  0.203
H (-5.295955, -0.526620, 2.230867)  0.215
H (-3.963395, -0.613187, 3.373740)  0.205
H (-3.602492, 1.568502, 2.487934)  0.259
H (-4.228298, 1.122799, 0.893066)  0.212
H (-2.358764, 1.632773, -0.418737)  0.497
H (-1.515194, -0.882569, 2.746394)  0.194
H (-0.218642, 0.638261, 3.855697)  0.189
H (0.631539, 1.766066, 1.146332)  0.229
H (1.606847, 1.943652, 2.590181)  0.226
H (-0.096161, 3.773497, 0.638017)  0.370
H (-1.610256, 3.481897, 1.187045)  0.363
H (0.621616, 3.873812, 4.363110)  0.356
H (1.603601, 4.097471, 3.062983)  0.361
H (-1.844233, 3.716186, 3.609728)  0.381
H (-1.127682, 2.431965, 4.283456)  0.354
F (-0.354653, 2.881805, -1.655634)  -0.358
C (0.282772, 2.143132, -2.599022)  0.461
C (0.294478, 0.766164, -2.492775)  -0.321
C (0.953950, 0.048097, -3.481852)  -0.171
C (1.583222, 0.695968, -4.535359)  -0.232
C (1.554600, 2.081300, -4.608000)  -0.189
C (0.897667, 2.818672, -3.633579)  -0.312
H (-0.195949, 0.273977, -1.664617)  0.251
H (0.971437, -1.032254, -3.424709)  0.206
H (2.093865, 0.122529, -5.297154)  0.220
H (2.044314, 2.594008, -5.425334)  0.218
H (0.856640, 3.898887, -3.668190)  0.228
F (2.283296, -4.305772, -4.828867)  -0.332
C (2.169454, -4.521668, -3.498841)  0.397
C (1.910184, -3.447772, -2.671816)  -0.292
C (1.792923, -3.674938, -1.307548)  -0.174
C (1.939576, -4.956474, -0.795959)  -0.232
C (2.201377, -6.017119, -1.652340)  -0.189
C (2.317612, -5.807107, -3.020028)  -0.293
H (1.807988, -2.457830, -3.094770)  0.211
H (1.585338, -2.853696, -0.635605)  0.233
H (1.849543, -5.119537, 0.269383)  0.226
H (2.318221, -7.017729, -1.256706)  0.214
H (2.518908, -6.617141, -3.707605)  0.227

Atoms 1-2, force components in eV/Å:
C 0.1 0.1 0.1
C 0.1 -0.2 -0.2



[2]
Molecular formula: C17H11AsF16N3Zn
Method: DFT, ωB97M-V/def2-TZVPD

As for the spin multiplicity: 2. Its LUMO energy (spin up / spin down) is -0.01686 / -0.13319 hartree.

Last column: natural (NBO) charge in e.
Element x y z (Å)
Zn (0.272633, -0.583552, -0.084030)  1.701
C (-0.818985, 2.294937, 0.075748)  -0.424
N (-0.746117, 1.149648, -0.841366)  -0.562
C (0.113647, 1.441700, -1.994332)  -0.231
C (1.608087, 1.395912, -1.619269)  -0.271
N (1.884408, 0.250961, -0.770844)  -0.525
C (3.080312, 0.051194, -0.214477)  0.045
C (4.230737, 0.865256, -0.414458)  0.348
F (4.167536, 1.916270, -1.217410)  -0.278
C (5.432420, 0.601182, 0.194452)  0.263
F (6.475537, 1.381182, -0.036042)  -0.267
C (5.568648, -0.483759, 1.054724)  0.363
F (6.717749, -0.725444, 1.628007)  -0.248
C (4.478617, -1.322068, 1.288330)  0.258
F (4.613880, -2.364310, 2.080981)  -0.256
C (3.286996, -1.057915, 0.672146)  0.427
F (2.281790, -1.879404, 0.904674)  -0.276
C (-2.093018, 0.635892, -1.175676)  -0.222
C (-2.422249, -0.586283, -0.295163)  -0.240
N (-1.338418, -1.538006, -0.469253)  -0.901
C (-1.473968, -2.825753, -0.851542)  0.091
C (-2.635893, -3.618964, -0.775189)  0.258
F (-3.763066, -3.100277, -0.249757)  -0.311
C (-2.669608, -4.931244, -1.212618)  0.291
F (-3.803159, -5.628275, -1.109440)  -0.289
C (-1.551024, -5.539328, -1.752823)  0.225
F (-1.600385, -6.804108, -2.198717)  -0.292
C (-0.379425, -4.804787, -1.844661)  0.272
F (0.712227, -5.352055, -2.389425)  -0.293
C (-0.355664, -3.504612, -1.400212)  0.300
F (0.795876, -2.794916, -1.565685)  -0.345
H (-1.207750, 3.181604, -0.438579)  0.183
H (0.165620, 2.522219, 0.485038)  0.210
H (-1.462466, 2.054143, 0.919509)  0.241
H (-0.105469, 2.431772, -2.410268)  0.202
H (-0.080068, 0.692787, -2.763303)  0.217
H (1.896648, 2.321438, -1.114256)  0.224
H (2.202655, 1.335057, -2.534988)  0.234
H (-2.111445, 0.325599, -2.221252)  0.201
H (-2.850762, 1.413023, -1.035344)  0.199
H (-3.399522, -0.978901, -0.567149)  0.224
H (-2.459398, -0.257026, 0.750387)  0.206
F (0.267370, 0.082421, 1.725982)  -0.749
As (0.044226, -0.001715, 3.604687)  2.852
F (-0.419684, -1.638984, 3.348751)  -0.607
F (1.703669, -0.474112, 3.624269)  -0.621
F (-0.145842, -0.038572, 5.288778)  -0.596
F (0.522462, 1.657277, 3.569949)  -0.615
F (-1.588963, 0.486194, 3.282719)  -0.617

Atoms 1-2, force components in eV/Å:
Zn -1.1 -0.8 -0.2
C 0.1 0.0 0.1



[3]
Molecular formula: CHN4
Method: DFT, ωB97M-V/def2-TZVPD

The charge is -1. Its LUMO energy is 0.18720 hartree.

Last column: natural (NBO) charge in e.
Element x y z (Å)
C (-0.108731, -0.703769, -0.761660)  -0.010
N (-0.354210, 1.434354, 0.672524)  -0.137
N (1.007918, -0.237839, -0.889605)  -0.489
N (-0.614824, 0.178369, 0.915632)  -0.360
N (0.746685, 0.834563, 0.876335)  -0.150
H (-0.676839, -1.505679, -0.813226)  0.146

Atoms 1-2, force components in eV/Å:
C 5.3 4.5 1.5
N 1.1 0.9 0.1



The records above give, respectively, energy relative to the best compared isomer or geometry (same formula, charge and spin) values of 0.0 3.3 146.7 kcal/mol.